[1]
DFT (ωB97M-V with the def2-TZVPD basis set) results for a molecular structure, C20H43N2P3ReS2.

Each line ends with the Mulliken charge.
Cartesian coordinates (Å):
1 Re -0.292 0.535 -0.236  -0.378
2 P 1.603 1.065 1.201  0.899
3 P -2.064 1.804 0.385  1.215
4 P 0.605 1.376 -2.088  1.137
5 H 1.036 -4.372 0.015  0.354
6 C 1.660 -3.477 -0.113  -0.183
7 C 2.461 -2.931 0.834  -0.729
8 H 2.197 -2.888 1.876  0.289
9 C 2.084 0.458 2.901  -1.321
10 C 1.327 2.852 1.609  -1.217
11 C 3.347 0.966 0.521  -1.123
12 C -3.644 1.006 -0.062  -1.190
13 C -2.188 2.007 2.196  -1.164
14 C -2.015 3.511 -0.244  -1.371
15 C 1.979 0.378 -2.764  -1.118
16 C 1.424 3.006 -1.968  -1.608
17 C -0.652 1.797 -3.360  -1.314
18 H 1.570 -3.006 -1.148  0.009
19 H 3.387 -2.441 0.608  0.341
20 H 2.035 -0.634 2.947  0.240
21 H 1.436 0.877 3.678  0.362
22 H 3.105 0.767 3.148  0.647
23 H 0.381 2.974 2.159  0.253
24 H 1.268 3.463 0.701  0.280
25 H 2.139 3.247 2.241  0.493
26 H 3.460 0.046 -0.068  0.253
27 H 4.094 0.941 1.331  0.476
28 H 3.595 1.831 -0.105  0.338
29 H -4.429 1.764 -0.135  0.493
30 H -3.896 0.266 0.717  0.466
31 H -3.552 0.494 -1.026  0.260
32 H -2.279 3.061 2.473  0.523
33 H -1.301 1.612 2.725  0.139
34 H -3.075 1.473 2.573  0.436
35 H -2.942 4.042 0.006  0.539
36 H -1.904 3.541 -1.333  0.327
37 H -1.174 4.072 0.192  0.384
38 H 1.730 0.123 -3.804  0.440
39 H 2.123 -0.558 -2.206  0.203
40 H 2.915 0.971 -2.727  0.438
41 H 1.598 3.303 -3.005  0.606
42 H 2.403 2.969 -1.470  0.368
43 H 0.773 3.764 -1.513  0.422
44 H -0.693 0.983 -4.087  0.538
45 H -0.429 2.781 -3.789  0.513
46 H -1.657 1.813 -2.898  0.422
47 C -1.174 -2.025 -3.288  0.760
48 C -2.173 -2.000 -4.288  -0.662
49 C -2.084 -2.881 -5.353  -0.659
50 C -1.004 -3.782 -5.419  -0.437
51 C -0.026 -3.812 -4.405  -0.491
52 C -0.123 -2.964 -3.296  -0.093
53 S -1.482 -0.773 -2.102  -0.004
54 H -0.421 -1.047 0.162  0.265
55 H -2.957 -1.254 -4.166  0.503
56 H -2.906 -2.852 -6.080  0.438
57 H -0.975 -4.516 -6.208  0.470
58 H 0.772 -4.564 -4.401  0.468
59 H 0.552 -3.004 -2.437  0.203
60 S -1.473 -1.184 1.752  -0.156
61 C -0.801 -1.227 3.250  0.137
62 N 0.153 -2.067 3.726  0.055
63 C 0.324 -1.927 5.162  -0.462
64 C -0.704 -0.833 5.541  -0.542
65 N -1.372 -0.602 4.288  0.003
66 H 0.602 -2.777 3.186  0.251
67 H 1.368 -1.589 5.374  0.261
68 H 0.118 -2.859 5.731  0.414
69 H -0.186 0.103 5.850  0.301
70 H -1.390 -1.176 6.336  0.364
71 H -2.184 -0.018 4.197  0.223

## Properties
- highest occupied orbital energy (alpha / beta) (eV) = -19.8 / -19.8
- E_tot (eV) = -76040.118
- orbital gap (alpha / beta) (eV) = 5.57 / 4.68
- 2S+1 = 4
- net charge = +4



[2]
DFT (ωB97M-V with the def2-TZVPD basis set) results for a single C6H9N molecule.

Each line ends with the Mulliken charge.
Cartesian coordinates (Å):
1 C 1.290 1.351 -0.970  -1.128
2 C 0.135 0.604 -0.364  0.981
3 C -1.195 1.060 -0.560  -0.468
4 C -2.072 0.177 -0.002  -0.744
5 N -1.311 -0.816 0.541  0.011
6 C 0.031 -0.575 0.354  -0.155
7 C 0.985 -1.553 0.965  -1.214
8 H 0.892 2.270 -1.414  0.319
9 H 1.771 0.798 -1.785  0.251
10 H 2.067 1.653 -0.260  0.291
11 H -1.456 1.962 -1.079  0.374
12 H -3.153 0.183 0.037  0.383
13 H -1.642 -1.581 1.112  0.206
14 H 1.627 -2.057 0.229  0.281
15 H 0.415 -2.356 1.454  0.341
16 H 1.615 -1.119 1.742  0.271

## Properties
- highest occupied orbital energy (eV) = -7.8
- E_tot (eV) = -7857.935
- orbital gap (eV) = 8.88
- energy relative to the best compared isomer or geometry (same formula, charge and spin) (kJ/mol) = 21.7
- SMILES string = Cc1cc[nH]c1C



[3]
DFT (ωB97M-V with the def2-TZVPD basis set) results for a single C6H10 molecule.

Each line ends with the Mulliken charge.
Cartesian coordinates (Å):
1 C -1.826 -0.892 -0.215  -1.272
2 C -0.767 -0.396 0.759  -0.311
3 C 0.344 0.462 0.141  0.604
4 C 1.351 0.966 1.172  -1.486
5 C 0.832 0.129 -1.136  -0.450
6 C 1.170 0.030 -2.322  -0.315
7 H -2.330 -0.044 -0.688  0.302
8 H -1.382 -1.505 -1.006  0.321
9 H -2.581 -1.497 0.298  0.380
10 H -1.235 0.159 1.584  0.341
11 H -0.289 -1.273 1.242  0.287
12 H 0.124 1.239 -1.204  0.258
13 H 1.854 0.111 1.666  0.316
14 H 2.136 1.566 0.710  0.378
15 H 0.875 1.548 1.970  0.345
16 H 1.724 -0.604 -2.972  0.301

## Properties
- highest occupied orbital energy (eV) = -7.6
- E_tot (eV) = -6378.975
- orbital gap (eV) = 8.55
- energy relative to the best compared isomer or geometry (same formula, charge and spin) (kJ/mol) = 471.3



[4]
DFT (ωB97M-V with the def2-TZVPD basis set) results for a molecular structure, C43H56AsBClN5SbY.

Each line ends with the Mulliken charge.
Cartesian coordinates (Å):
1 Y 1.118 -0.887 1.154  -0.544
2 B 4.310 -0.945 3.538  0.098
3 N 2.847 -0.895 4.099  -0.168
4 C 2.640 -0.790 5.413  -0.290
5 C 1.308 -1.036 5.691  -1.296
6 C 0.756 -1.297 4.446  -0.502
7 N 1.688 -1.208 3.487  0.978
8 N 4.443 -1.028 1.970  -0.249
9 C 5.660 -1.103 1.432  -0.277
10 C 5.556 -1.100 0.054  -1.293
11 C 4.193 -1.018 -0.171  -0.860
12 N 3.518 -0.977 0.988  1.047
13 H 4.842 -1.934 3.977  -0.137
14 H 4.865 0.060 3.906  -0.123
15 H 3.462 -0.567 6.066  0.459
16 H 0.819 -1.026 6.645  0.437
17 H -0.264 -1.527 4.187  0.511
18 H 6.521 -1.152 2.071  0.452
19 H 6.345 -1.152 -0.670  0.453
20 H 3.661 -0.983 -1.108  0.506
21 C 1.358 -1.143 -5.400  -1.354
22 C 1.140 -0.246 -4.192  -0.090
23 Sb 1.023 -1.219 -2.284  0.603
24 C 2.088 -3.060 -2.633  -0.499
25 C 1.403 -4.133 -3.463  -1.250
26 C -1.000 -1.967 -2.321  0.942
27 C -1.658 -2.140 -3.679  -1.275
28 H 1.422 -0.541 -6.308  0.435
29 H 0.543 -1.849 -5.533  0.215
30 H 2.282 -1.711 -5.319  0.317
31 H 0.212 0.319 -4.272  -0.297
32 H 1.946 0.485 -4.110  0.656
33 H 2.298 -3.445 -1.630  0.230
34 H 3.055 -2.785 -3.062  0.630
35 H 0.424 -4.382 -3.057  0.182
36 H 1.993 -5.049 -3.461  0.435
37 H 1.267 -3.828 -4.498  0.292
38 H -1.579 -1.272 -1.712  -0.340
39 H -0.964 -2.908 -1.772  -0.048
40 H -1.647 -1.214 -4.251  0.057
41 H -2.703 -2.428 -3.563  0.438
42 H -1.169 -2.912 -4.273  0.317
43 Cl 3.513 -7.343 -0.288  -0.254
44 C 2.416 -6.073 0.183  0.393
45 C 2.738 -5.243 1.242  -1.021
46 C 1.862 -4.233 1.605  0.051
47 C 0.656 -4.014 0.922  0.067
48 C -0.218 -2.861 1.250  -1.354
49 C 0.367 -4.885 -0.137  -0.179
50 C 1.227 -5.905 -0.505  -0.858
51 H 3.665 -5.384 1.775  0.474
52 H 2.125 -3.595 2.443  0.432
53 H -0.496 -2.885 2.315  0.737
54 H -1.153 -2.883 0.678  0.518
55 H -0.563 -4.763 -0.680  0.374
56 H 0.979 -6.568 -1.320  0.469
57 C -3.477 1.454 -5.403  -1.624
58 C -2.992 1.429 -3.982  0.700
59 C -3.791 0.964 -2.952  -1.276
60 C -3.337 0.909 -1.640  0.453
61 C -4.280 0.388 -0.590  -1.952
62 C -2.037 1.340 -1.327  0.372
63 As -1.579 0.928 0.546  1.169
64 N 0.220 1.113 0.888  1.954
65 C 0.924 2.310 1.091  0.046
66 C 2.238 2.236 1.573  -0.431
67 C 3.006 3.370 1.763  -0.917
68 C 2.484 4.627 1.489  -0.816
69 C 1.181 4.717 1.023  -1.120
70 C 0.416 3.580 0.823  0.057
71 C -2.454 2.294 1.664  0.337
72 C -3.029 3.508 1.275  1.172
73 C -2.935 4.151 -0.086  -2.079
74 C -3.749 4.250 2.216  -0.816
75 C -3.896 3.847 3.528  0.642
76 C -4.663 4.669 4.524  -1.670
77 C -3.284 2.659 3.906  -0.857
78 C -2.573 1.886 3.003  -0.161
79 C -1.901 0.639 3.511  -1.445
80 C -1.217 1.824 -2.356  1.187
81 C 0.155 2.407 -2.158  -1.463
82 C -1.715 1.858 -3.658  -0.718
83 H -4.543 1.245 -5.458  0.402
84 H -2.959 0.707 -6.006  0.301
85 H -3.296 2.425 -5.861  0.362
86 H -4.796 0.627 -3.170  0.321
87 H -5.232 0.121 -1.044  0.449
88 H -4.477 1.128 0.192  0.280
89 H -3.878 -0.502 -0.095  0.268
90 H 2.691 1.279 1.829  0.390
91 H 4.014 3.265 2.141  0.490
92 H 3.079 5.516 1.642  0.390
93 H 0.748 5.684 0.809  0.447
94 H -0.594 3.680 0.447  0.691
95 H -2.170 3.732 -0.729  -0.021
96 H -2.729 5.215 0.038  0.457
97 H -3.886 4.065 -0.615  0.483
98 H -4.186 5.187 1.900  0.374
99 H -5.094 5.551 4.056  0.372
100 H -4.015 5.001 5.335  0.338
101 H -5.472 4.091 4.968  0.353
102 H -3.358 2.325 4.933  0.388
103 H -2.155 0.474 4.558  0.449
104 H -0.809 0.739 3.448  0.069
105 H -2.191 -0.251 2.939  0.424
106 H 0.700 1.945 -1.339  -0.188
107 H 0.087 3.476 -1.941  0.436
108 H 0.738 2.305 -3.072  0.508
109 H -1.075 2.245 -4.441  0.375

## Properties
- highest occupied orbital energy (eV) = -7.5
- E_tot (eV) = -134570.781
- orbital gap (eV) = 7.98
- energy relative to the best compared isomer or geometry (same formula, charge and spin) (kJ/mol) = 72.2



Q: Which of these has the highest E_tot?
A: C6H10